[1]
# H4O2

A cluster of 2 separate species, H4O2 in total in a non-equilibrium geometry (ωB97M-V/def2-TZVPD, the OMol25 dataset).

Positions of all 6 atoms, in Å:
1 O 1.2645 -0.4093 -0.0189
2 H 0.4098 -0.7608 0.3317
3 H 1.7518 -0.9168 0.6956
4 O -1.4305 0.9396 -0.4220
5 H -1.4930 0.1868 0.1303
6 H -0.5027 0.9606 -0.7167

Values from the calculation:
ΔE to the lowest compared entry with this formula, charge and spin   42.2 kJ/mol
E_LUMO   0.450 eV
HOMO level   -0.424 Eh
Structure (SMILES)   O.O
E   -152.85884 a.u.
Orbital gap   0.440 hartree
Multiplicity   1

natural (NBO) atomic charge list, values in e, 2 entries: O -0.924; H 0.452

***

[2]
# H4O2

A cluster of 2 separate species, H4O2 in total in a non-equilibrium geometry (ωB97M-V/def2-TZVPD, the OMol25 dataset).

Positions of all 6 atoms, in Å:
1 O -1.0463 -1.1825 0.8841
2 H -0.7712 -1.0973 1.7747
3 H -1.0871 -0.2560 0.5895
4 O 0.7764 1.1279 -0.8427
5 H 0.9042 0.1655 -0.7203
6 H 1.2240 1.2425 -1.6853

Values from the calculation:
ΔE to the lowest compared entry with this formula, charge and spin   13.5 kJ/mol
E_LUMO   0.877 eV
HOMO level   -0.430 Eh
Structure (SMILES)   O.O
E   -152.86978 a.u.
Orbital gap   0.462 hartree
Multiplicity   1

natural (NBO) atomic charge list, values in e, 2 entries: O -0.938; H 0.465

***

[3]
# H4O2

A structure of composition H4O2 in a non-equilibrium geometry (ωB97M-V/def2-TZVPD, the OMol25 dataset).

Positions of all 6 atoms, in Å:
1 H 2.2995 -1.0118 0.0309
2 H 1.1540 0.0304 -0.5720
3 H -1.6473 0.4033 0.9941
4 H -1.9617 0.8726 -0.4841
5 O 2.1892 -0.0070 0.0531
6 O -2.0339 -0.2875 -0.0221

Values from the calculation:
ΔE to the lowest compared entry with this formula, charge and spin   377.3 kJ/mol
E_LUMO   -0.095 eV
HOMO level   -0.417 Eh
E   -152.73122 a.u.
Orbital gap   0.414 hartree
Multiplicity   1

natural (NBO) atomic charge list, values in e, 2 entries: H 0.469; H 0.465

***

[4]
# H4O3

A cluster of 2 separate species, H4O3 in total in a non-equilibrium geometry (ωB97M-V/def2-TZVPD, the OMol25 dataset).

Positions of all 7 atoms, in Å:
1 O -0.0493 -1.2027 0.1214
2 O 1.1344 -0.4378 -0.0564
3 H -0.4206 -0.8468 0.9472
4 H 1.0949 -0.1735 -0.9783
5 O -0.9054 1.5227 -0.0979
6 H -0.7221 0.6415 -0.4666
7 H -1.3900 1.3213 0.7604

Values from the calculation:
ΔE to the lowest compared entry with this formula, charge and spin   27.9 kJ/mol
E_LUMO   0.612 eV
HOMO level   -0.398 Eh
Structure (SMILES)   OO.O
E   -227.99733 a.u.
Orbital gap   0.420 hartree
Multiplicity   1

natural (NBO) atomic charge list, values in e, 2 entries: O -0.465; O -0.441

***

[5]
# H4O3Si

A cluster of 2 separate species, H4O3Si in total in a non-equilibrium geometry (ωB97M-V/def2-TZVPD, the OMol25 dataset).

Positions of all 8 atoms, in Å:
1 O -0.1578 -0.8168 -0.2966
2 Si 1.0498 -0.0001 -0.5109
3 O 2.1484 0.0337 0.6846
4 H 1.5180 1.0032 -1.6203
5 H 2.9345 0.3417 0.9391
6 O -2.8168 0.0477 0.2936
7 H -2.5893 -0.7402 -0.2817
8 H -2.0869 0.1308 0.7921

Values from the calculation:
ΔE to the lowest compared entry with this formula, charge and spin   288.2 kJ/mol
E_LUMO   0.065 eV
HOMO level   -0.391 Eh
Structure (SMILES)   O=[SiH]O.O
E   -517.62823 a.u.
Orbital gap   0.394 hartree
Multiplicity   1

natural (NBO) atomic charge list, values in e, 2 entries: O -1.208; Si 2.016

***

[6]
# H4O3Si

A structure of composition H4O3Si in a non-equilibrium geometry (ωB97M-V/def2-TZVPD, the OMol25 dataset).

Positions of all 8 atoms, in Å:
1 O 0.7682 -1.1203 -0.4123
2 O -1.4071 0.2423 -0.4283
3 O 1.0139 1.3650 -0.2205
4 Si 0.0848 0.1333 0.2736
5 H 0.1995 -1.8742 -0.5077
6 H -2.4685 0.1544 0.3275
7 H 1.6731 0.8655 -0.7535
8 H 0.1362 0.2340 1.7212

Values from the calculation:
ΔE to the lowest compared entry with this formula, charge and spin   132.9 kJ/mol
E_LUMO   -0.044 eV
HOMO level   -0.413 Eh
E   -517.68737 a.u.
Orbital gap   0.411 hartree
Multiplicity   1

natural (NBO) atomic charge list, values in e, 2 entries: O -1.104; O -1.120

***

[7]
# H4OP2

The molecule H4OP2 in a non-equilibrium geometry (ωB97M-V/def2-TZVPD, the OMol25 dataset).

Positions of all 7 atoms, in Å:
1 O 1.4984 -1.6833 -0.0527
2 P 1.2144 -0.1212 -0.1773
3 P -0.5437 0.4877 -1.2700
4 H 1.0005 0.5173 1.0444
5 H 2.2135 0.7192 -0.8475
6 H -0.4095 1.7516 -0.4342
7 H -1.3573 -0.2202 -0.3889

Values from the calculation:
ΔE to the lowest compared entry with this formula, charge and spin   4.9 kJ/mol
E_LUMO   0.438 eV
HOMO level   -0.364 Eh
Structure (SMILES)   O=[PH2]P
E   -760.29966 a.u.
Orbital gap   0.380 hartree
Multiplicity   1

natural (NBO) atomic charge list, values in e, 2 entries: O -1.038; P 1.142

***

[8]
# H4OP2

A cluster of 2 separate species, H4OP2 in total in a non-equilibrium geometry (ωB97M-V/def2-TZVPD, the OMol25 dataset).

Positions of all 7 atoms, in Å:
1 O -2.0379 -0.0983 0.3572
2 P 0.8567 -1.2677 -0.0011
3 P -0.7075 0.3295 -0.1181
4 H 1.0297 -1.4446 1.4043
5 H 1.8701 -0.5142 -0.1230
6 H -0.4184 0.4022 -1.4798
7 H -0.5928 2.5931 -0.0396

Values from the calculation:
ΔE to the lowest compared entry with this formula, charge and spin   266.1 kJ/mol
E_LUMO (alpha / beta)   -1.612 / -1.446 eV
HOMO level (alpha / beta)   -0.359 / -0.344 Eh
E   -760.20017 a.u.
Orbital gap (alpha / beta)   0.299 / 0.291 hartree
Multiplicity   1

natural (NBO) atomic charge list, values in e, 2 entries: O -1.037; P 0.082

***

[9]
# H4OS

A structure of composition H4OS in a non-equilibrium geometry (ωB97M-V/def2-TZVPD, the OMol25 dataset).

Positions of all 6 atoms, in Å:
1 S 0.8960 -0.8678 -0.3398
2 H 0.3745 -0.4435 -1.4741
3 O -0.9672 0.2707 0.2622
4 H -1.0842 1.2319 0.2746
5 H 1.7632 -0.0666 0.1126
6 H -0.9823 -0.1248 1.1645

Values from the calculation:
ΔE to the lowest compared entry with this formula, charge and spin   174.7 kJ/mol
E_LUMO   0.731 eV
HOMO level   -0.289 Eh
E   -475.74453 a.u.
Orbital gap   0.316 hartree
Multiplicity   1

natural (NBO) atomic charge list, values in e, 2 entries: S -0.273; H 0.146

***

[10]
# H4OS2

A cluster of 2 separate species, H4OS2 in total in a non-equilibrium geometry (ωB97M-V/def2-TZVPD, the OMol25 dataset).

Positions of all 7 atoms, in Å:
1 S 1.7585 -0.6009 0.8769
2 S 0.4109 -2.0043 0.7113
3 H 1.2494 0.5982 0.6634
4 H 0.2340 -2.0585 -0.6768
5 O -0.9431 1.4584 -0.2089
6 H -1.8198 0.9714 -0.2458
7 H -0.8899 1.6357 -1.1201

Values from the calculation:
ΔE to the lowest compared entry with this formula, charge and spin   42.8 kJ/mol
E_LUMO   0.498 eV
HOMO level   -0.331 Eh
Structure (SMILES)   SS.O
E   -873.98465 a.u.
Orbital gap   0.350 hartree
Multiplicity   1

natural (NBO) atomic charge list, values in e, 2 entries: S -0.143; S -0.114

***

[11]
# H4S2

The molecule H4S2 in a non-equilibrium geometry (ωB97M-V/def2-TZVPD, the OMol25 dataset).

Positions of all 6 atoms, in Å:
1 H -1.1757 0.9128 0.5366
2 H -1.9216 -0.8862 0.4386
3 H 2.0807 -0.6803 -0.2677
4 H 1.1720 1.0415 -0.4153
5 S -0.9956 -0.1755 -0.2291
6 S 0.8401 -0.2123 -0.0631

Values from the calculation:
ΔE to the lowest compared entry with this formula, charge and spin   693.0 kJ/mol
E_LUMO   0.037 eV
HOMO level   -0.223 Eh
E   -798.48545 a.u.
Orbital gap   0.224 hartree
Multiplicity   1

natural (NBO) atomic charge list, values in e, 2 entries: H 0.156; H 0.118

***

[12]
# H4S2

A cluster of 2 separate species, H4S2 in total (ωB97M-V/def2-TZVPD, the OMol25 dataset).

Positions of all 6 atoms, in Å:
1 S 1.0083 -1.8970 -2.5854
2 H 0.3453 -2.4937 -1.5774
3 H 0.6192 -2.8370 -3.4668
4 S -0.8537 1.8220 2.4808
5 H -0.1693 2.4811 3.4342
6 H -0.9498 2.9245 1.7146

Values from the calculation:
ΔE to the lowest compared entry with this formula, charge and spin   4.8 kJ/mol
E_LUMO   0.854 eV
HOMO level   -0.359 Eh
Structure (SMILES)   S.S
E   -798.74760 a.u.
Orbital gap   0.390 hartree
Multiplicity   1

natural (NBO) atomic charge list, values in e, 2 entries: S -0.287; H 0.144